Molecular formula: C3H7OS2
Method: DFT, the ωB97M-V functional and the def2-TZVPD basis

Geometry (Å):
1 C -1.670 0.219 -0.648
2 C -1.415 0.746 -2.209
3 O -1.408 2.100 -2.332
4 C -0.430 0.531 0.134
5 S 0.649 -1.056 0.392
6 S 1.729 -0.732 2.025
7 H -1.930 -0.830 -0.692
8 H -2.524 0.744 -0.349
9 H -0.711 0.011 -2.458
10 H -2.489 0.395 -2.662
11 H -0.570 0.881 1.228
12 H 0.110 1.255 -0.325
13 H 2.436 0.379 1.576

Computed properties:
* 2S+1: 1
* SMILES: [O-]CCCSS
* net charge: -1
* lowest unoccupied orbital energy: 2.85 eV
* strongest force on any atom: 0.1232 Eh/bohr
* Kohn-Sham gap: 5.39 eV



Molecular formula: C3H10NO5P2
Method: DFT, the ωB97M-V functional and the def2-TZVPD basis

Geometry (Å):
1 C -1.221 2.584 1.116
2 C 1.882 -1.273 -0.380
3 C 0.791 -1.386 0.660
4 N 1.200 -0.713 -1.509
5 O 0.872 1.639 -0.480
6 O -2.717 -1.626 -0.849
7 O -2.186 -0.698 1.619
8 O -0.381 -1.846 0.127
9 O -1.409 0.430 -0.694
10 P -0.680 1.987 -0.578
11 P -1.824 -0.940 0.154
12 H -2.231 2.723 1.019
13 H -0.620 3.566 1.140
14 H -0.947 1.906 1.937
15 H 2.414 -2.202 -0.820
16 H 2.684 -0.561 -0.355
17 H 1.090 -2.084 1.365
18 H 0.645 -0.431 1.174
19 H 0.224 -0.867 -1.309
20 H 1.464 -1.148 -2.377
21 H 0.949 0.939 -0.959

Computed properties:
* 2S+1: 1
* SMILES: CP(O)O[P@](=O)([O-])OCCN
* net charge: -1
* lowest unoccupied orbital energy: 3.60 eV
* strongest force on any atom: 0.1923 Eh/bohr
* Kohn-Sham gap: 8.64 eV



Molecular formula: C40H54F5N2O2SeSr
Method: DFT, the ωB97M-V functional and the def2-TZVPD basis

Geometry (Å):
1 Sr -0.597 0.235 1.411
2 C 1.438 0.611 -1.524
3 N 0.286 -0.199 -1.137
4 C -0.729 -0.168 -2.187
5 C 0.735 -1.567 -0.869
6 C -0.276 -2.449 -0.134
7 N -0.433 -2.137 1.287
8 C 0.737 -2.519 2.093
9 C 0.974 -1.597 3.262
10 C 0.714 -2.007 4.556
11 C 1.012 -1.198 5.643
12 C 1.664 -0.004 5.362
13 C 1.899 0.487 4.082
14 C 1.487 -0.298 2.972
15 O 1.518 0.090 1.722
16 C 2.575 1.868 3.999
17 C 2.631 2.484 2.596
18 C 1.827 2.877 4.889
19 C 4.022 1.731 4.501
20 C 0.587 -1.589 7.057
21 C 1.545 -2.639 7.634
22 C 0.557 -0.367 7.985
23 C -0.840 -2.168 7.014
24 C -1.684 -2.705 1.826
25 C -2.796 -1.736 2.179
26 C -3.521 -2.002 3.331
27 C -4.623 -1.246 3.690
28 C -4.976 -0.214 2.827
29 C -4.281 0.121 1.673
30 C -3.121 -0.638 1.336
31 O -2.332 -0.354 0.333
32 C -4.861 1.294 0.855
33 C -4.076 1.703 -0.398
34 C -6.274 0.904 0.387
35 C -4.953 2.547 1.743
36 C -5.385 -1.447 4.997
37 C -4.953 -2.723 5.725
38 C -6.896 -1.536 4.733
39 C -5.086 -0.255 5.919
40 H 1.937 0.212 -2.421
41 H 2.149 0.640 -0.697
42 H 1.114 1.631 -1.736
43 H -0.398 -0.711 -3.087
44 H -0.931 0.868 -2.460
45 H -1.658 -0.597 -1.816
46 H 1.643 -1.491 -0.270
47 H 0.994 -2.069 -1.817
48 H 0.028 -3.500 -0.272
49 H -1.253 -2.315 -0.596
50 H 1.622 -2.470 1.456
51 H 0.644 -3.556 2.445
52 H 0.268 -2.986 4.709
53 H 1.968 0.619 6.192
54 H 1.627 2.684 2.218
55 H 3.129 1.821 1.893
56 H 3.178 3.430 2.648
57 H 0.772 2.909 4.614
58 H 2.256 3.876 4.760
59 H 1.891 2.629 5.949
60 H 4.585 1.058 3.850
61 H 4.052 1.330 5.516
62 H 4.514 2.709 4.504
63 H 2.552 -2.229 7.736
64 H 1.598 -3.512 6.981
65 H 1.202 -2.965 8.621
66 H 1.563 -0.002 8.205
67 H 0.088 -0.634 8.935
68 H -0.024 0.436 7.528
69 H -0.855 -3.161 6.558
70 H -1.487 -1.506 6.433
71 H -1.245 -2.259 8.024
72 H -1.450 -3.263 2.735
73 H -2.073 -3.443 1.109
74 H -3.210 -2.839 3.946
75 H -5.846 0.381 3.081
76 H -3.968 0.871 -1.090
77 H -3.080 2.057 -0.141
78 H -4.614 2.513 -0.902
79 H -6.225 0.035 -0.273
80 H -6.733 1.732 -0.162
81 H -6.921 0.651 1.228
82 H -3.951 2.878 2.019
83 H -5.509 2.359 2.661
84 H -5.450 3.357 1.201
85 H -5.124 -3.611 5.112
86 H -5.530 -2.826 6.647
87 H -3.897 -2.676 5.998
88 H -7.107 -2.303 3.984
89 H -7.295 -0.588 4.369
90 H -7.426 -1.791 5.655
91 H -4.013 -0.184 6.093
92 H -5.594 -0.368 6.883
93 H -5.407 0.684 5.462
94 F -2.986 6.620 5.213
95 C -2.648 5.341 4.987
96 C -2.206 4.944 3.740
97 F -2.102 5.849 2.755
98 C -1.875 3.624 3.514
99 F -1.443 3.295 2.278
100 C -1.971 2.630 4.489
101 Se -1.565 0.840 4.172
102 C -2.393 3.085 5.750
103 F -2.467 2.221 6.770
104 C -2.736 4.397 5.997
105 F -3.155 4.780 7.212

Computed properties:
* 2S+1: 1
* net charge: -1
* lowest unoccupied orbital energy: 2.36 eV
* strongest force on any atom: 0.0661 Eh/bohr
* Kohn-Sham gap: 6.35 eV



Molecular formula: C2H5CuO
Method: DFT, the ωB97M-V functional and the def2-TZVPD basis

Geometry (Å):
1 C 0.024 -0.621 -0.014
2 C -1.016 0.489 0.043
3 H -0.031 -1.258 0.890
4 H 0.021 -1.106 -1.008
5 H -1.641 0.398 0.945
6 H -1.634 0.521 -0.867
7 Cu 2.949 0.120 -0.281
8 O 1.205 0.205 0.110
9 H 0.124 1.252 0.181

Computed properties:
* 2S+1: 2
* net charge: -1
* lowest unoccupied orbital energy (alpha / beta): 4.48 / 4.48 eV
* strongest force on any atom: 0.0638 Eh/bohr
* Kohn-Sham gap (alpha / beta): 5.55 / 7.90 eV